#1
Formula: C7H10BrN2O
Source: the Open Molecules 2025 dataset
Level of theory: wB97M-V/def2-TZVPD

As for the LUMO energy: -5.70 eV. The value obtained for the frontier orbital gap is 8.19 eV. Its SMILES is CCOCc1ccc(Br)[nH+]n1. The net charge is +1.

Cartesian coordinates (Å):
1 C 3.41 -0.94 0.13
2 C 2.27 0.26 -0.03
3 O 1.54 0.40 1.27
4 C 0.45 1.38 1.13
5 C -0.91 0.69 0.43
6 C -0.90 -0.96 0.17
7 C -2.29 -1.51 -0.58
8 C -3.45 -0.35 -0.90
9 Br -5.17 -0.84 -1.80
10 N -3.13 1.07 -0.49
11 N -2.02 1.61 0.08
12 H 3.93 -1.18 -0.92
13 H 2.96 -1.92 0.61
14 H 4.26 -0.46 0.80
15 H 1.52 -0.08 -0.90
16 H 2.84 1.23 -0.35
17 H 0.20 1.99 2.10
18 H 0.83 2.18 0.33
19 H -0.01 -1.66 0.48
20 H -2.41 -2.65 -0.86
21 H -3.92 1.76 -0.70


#2
Formula: C7H10BrN2O
Source: the Open Molecules 2025 dataset
Level of theory: wB97M-V/def2-TZVPD

As for the LUMO energy: -4.56 eV. The value obtained for the frontier orbital gap is 7.74 eV. The net charge is +1.

Cartesian coordinates (Å):
1 C 0.91 1.37 -2.66
2 C 0.81 0.42 -3.63
3 C 0.12 -0.43 -1.62
4 C -0.34 0.87 0.81
5 C 0.61 1.65 -0.30
6 C 0.11 -0.52 1.01
7 C -0.59 -1.81 1.22
8 N 0.56 0.81 -1.48
9 N 0.35 -0.75 -2.92
10 O 1.42 -0.65 1.27
11 Br 1.14 0.56 -5.45
12 H 1.29 2.38 -2.66
13 H -0.14 1.35 1.76
14 H -1.34 0.85 0.55
15 H 0.03 2.60 -0.56
16 H 1.59 1.81 0.03
17 H -0.16 -2.19 2.17
18 H -0.14 -2.36 0.44
19 H -1.65 -2.02 1.30
20 H -0.11 -1.54 -3.48
21 H 1.58 -1.60 1.66


Relative stability in eV, measured from the most stable structure: #1 6.289; #2 0.000


#1
Formula: C3H6FNS
Source: the Open Molecules 2025 dataset
Level of theory: wB97M-V/def2-TZVPD

As for the LUMO energy: 0.46 eV. The value obtained for the frontier orbital gap is 9.90 eV.

Cartesian coordinates (Å):
1 C 2.11 -0.08 -0.04
2 C 0.25 1.19 0.27
3 C 0.10 -1.28 -0.24
4 N 0.81 -0.03 -0.12
5 F 2.50 -1.73 0.35
6 S 3.41 0.79 -0.16
7 H -0.14 1.22 1.22
8 H 1.02 2.01 0.19
9 H -0.55 1.41 -0.47
10 H 0.04 -1.90 0.84
11 H -0.99 -1.00 -0.56
12 H 0.60 -1.95 -1.05


#2
Formula: C3H6FNS
Source: the Open Molecules 2025 dataset
Level of theory: wB97M-V/def2-TZVPD

As for the LUMO energy: 0.97 eV. The value obtained for the frontier orbital gap is 9.99 eV. Its SMILES is C=CF.C=NS.

Cartesian coordinates (Å):
1 C 1.31 -1.18 -0.24
2 C 1.40 -0.67 0.97
3 F 0.43 0.09 1.51
4 H 2.12 -1.80 -0.63
5 H 0.45 -1.00 -0.87
6 H 2.23 -0.81 1.66
7 C -1.76 0.23 -1.00
8 N -0.93 0.62 -0.13
9 S -1.00 2.27 0.31
10 H -1.73 -0.82 -1.29
11 H -2.51 0.86 -1.48
12 H -0.01 2.20 1.19


Relative stability in eV, measured from the most stable structure: #1 0.000; #2 0.684


#1
Formula: CHNO3S
Source: the Open Molecules 2025 dataset
Level of theory: wB97M-V/def2-TZVPD

As for the LUMO energy: -0.03 eV. The value obtained for the frontier orbital gap is 11.06 eV.

Cartesian coordinates (Å):
1 C -1.82 0.11 0.14
2 N -0.72 0.29 0.34
3 O 1.70 -0.25 1.26
4 O 0.93 -1.20 -0.87
5 O 1.50 1.18 -0.73
6 S 1.27 -0.06 -0.08
7 H -2.85 -0.06 -0.06


#2
Formula: CHNO3S
Source: the Open Molecules 2025 dataset
Level of theory: wB97M-V/def2-TZVPD

As for the LUMO energy (alpha / beta): -0.12 / -0.12 eV. The value obtained for the frontier orbital gap (alpha / beta) is 8.63 / 8.63 eV.

Cartesian coordinates (Å):
1 C 1.16 0.01 -0.24
2 N 0.48 -1.36 0.27
3 O -0.86 -1.14 0.15
4 O -1.88 1.12 0.83
5 O 0.29 0.91 -0.44
6 S -1.38 0.47 -0.29
7 H 2.18 -0.02 -0.29


#3
Formula: CHNO3S
Source: the Open Molecules 2025 dataset
Level of theory: wB97M-V/def2-TZVPD

As for the LUMO energy (alpha / beta): -3.01 / -3.01 eV. The value obtained for the frontier orbital gap (alpha / beta) is 7.35 / 7.35 eV.

Cartesian coordinates (Å):
1 C 1.95 -0.72 0.04
2 N 1.25 0.14 -0.40
3 O 2.61 -1.64 0.25
4 O -1.94 1.59 0.32
5 O -2.62 0.57 -0.06
6 S -2.04 -0.89 -0.10
7 H 0.79 0.95 -0.05


Relative stability in eV, measured from the most stable structure: #1 0.000; #2 3.000; #3 3.845


#1
Formula: CHNO3S
Source: the Open Molecules 2025 dataset
Level of theory: wB97M-V/def2-TZVPD

As for the LUMO energy (alpha / beta): -1.32 / -1.31 eV. The value obtained for the frontier orbital gap (alpha / beta) is 8.02 / 8.02 eV.

Cartesian coordinates (Å):
1 C 0.09 -0.84 0.55
2 N 1.27 0.92 -0.33
3 O 0.39 1.66 -0.67
4 O -0.74 -0.55 -0.51
5 O 0.08 -0.29 1.59
6 S -1.50 0.91 -0.83
7 H 0.42 -1.81 0.21


#2
Formula: CHNO3S
Source: the Open Molecules 2025 dataset
Level of theory: wB97M-V/def2-TZVPD

As for the LUMO energy: -0.64 eV. The value obtained for the frontier orbital gap is 9.38 eV. Its SMILES is O=C=S.O=NO.

Cartesian coordinates (Å):
1 O -0.04 1.66 -1.76
2 C -0.06 0.48 -1.63
3 S -0.06 -1.05 -1.94
4 O -0.54 0.15 0.25
5 N 0.19 0.45 1.14
6 O 0.45 -0.43 2.11
7 H 0.07 -1.27 1.84


Relative stability in eV, measured from the most stable structure: #1 1.685; #2 0.000


#1
Formula: C2H2N2OS2
Source: the Open Molecules 2025 dataset
Level of theory: wB97M-V/def2-TZVPD

As for the LUMO energy: -0.12 eV. The value obtained for the frontier orbital gap is 8.92 eV. Its SMILES is O=C1NSC=NS1.

Cartesian coordinates (Å):
1 O 1.83 0.19 -1.79
2 C 1.04 0.08 -0.89
3 N -0.30 0.31 -1.00
4 S -1.57 -0.40 -0.20
5 C -0.88 -0.13 1.34
6 N 0.34 -0.25 1.73
7 S 1.74 -0.41 0.65
8 H -0.52 0.77 -1.98
9 H -1.68 -0.15 2.13


#2
Formula: C2H2N2OS2
Source: the Open Molecules 2025 dataset
Level of theory: wB97M-V/def2-TZVPD

As for the LUMO energy: 0.23 eV. The value obtained for the frontier orbital gap is 8.86 eV. Its SMILES is S=c1nc(S)o[nH]1.

Cartesian coordinates (Å):
1 S -2.69 -0.78 -0.12
2 C -1.27 -0.13 0.06
3 N -0.03 -0.94 0.25
4 C 0.91 -0.10 -0.06
5 S 2.48 -0.58 -0.11
6 O 0.44 1.29 -0.04
7 N -0.88 1.14 0.05
8 H 2.42 -1.91 0.12
9 H -1.41 2.01 -0.16


Relative stability in eV, measured from the most stable structure: #1 0.000; #2 1.354


#1
Formula: C6H17N2
Source: the Open Molecules 2025 dataset
Level of theory: wB97M-V/def2-TZVPD

As for the LUMO energy: -8.54 eV. The value obtained for the frontier orbital gap is 5.08 eV. The net charge is +1.

Cartesian coordinates (Å):
1 C 1.47 -2.99 -0.60
2 N 1.19 0.27 0.98
3 C 0.33 1.36 1.54
4 C 0.14 2.36 0.28
5 C -1.01 1.78 -0.62
6 C -2.18 1.23 0.12
7 C 0.50 -1.88 -1.31
8 N -0.36 -1.49 -0.18
9 H 2.47 -3.03 -1.07
10 H 1.04 -4.01 -0.76
11 H 1.67 -2.73 0.45
12 H -0.56 0.88 1.90
13 H 0.79 1.90 2.36
14 H 1.13 2.40 -0.32
15 H -0.15 3.32 0.60
16 H -1.25 2.52 -1.51
17 H -0.62 1.02 -1.22
18 H -2.17 1.61 1.15
19 H -1.92 0.11 0.30
20 H -3.04 1.32 -0.68
21 H 1.07 -0.99 -1.51
22 H 0.02 -2.26 -2.17
23 H 1.74 0.03 1.75
24 H -0.90 -2.31 0.08
25 H 0.60 -0.41 0.44


#2
Formula: C6H17N2
Source: the Open Molecules 2025 dataset
Level of theory: wB97M-V/def2-TZVPD

As for the LUMO energy: -8.42 eV. The value obtained for the frontier orbital gap is 5.19 eV. The net charge is +1.

Cartesian coordinates (Å):
1 C 0.58 -0.67 2.76
2 N 1.25 -0.59 -0.17
3 C 1.19 -0.09 -1.57
4 C -0.09 -0.87 -2.01
5 C -1.35 -0.56 -1.41
6 C -1.98 0.79 -1.76
7 C -0.04 0.71 2.41
8 N 0.81 1.47 1.52
9 H 0.12 -1.21 3.60
10 H 1.67 -0.82 3.21
11 H 0.70 -1.30 1.88
12 H 0.99 1.01 -1.56
13 H 1.98 -0.27 -2.26
14 H 0.11 -1.96 -1.75
15 H -0.10 -0.67 -3.08
16 H -1.88 -1.42 -1.68
17 H -1.24 -0.55 -0.29
18 H -2.11 0.91 -2.78
19 H -1.20 1.61 -1.61
20 H -2.84 1.06 -1.28
21 H -0.90 0.46 1.82
22 H -0.25 1.35 3.33
23 H 1.94 -1.29 -0.16
24 H 1.44 2.09 2.01
25 H 1.19 0.80 0.83


#3
Formula: C6H17N2
Source: the Open Molecules 2025 dataset
Level of theory: wB97M-V/def2-TZVPD

As for the LUMO energy: -3.76 eV. The value obtained for the frontier orbital gap is 8.68 eV. Its SMILES is CCNC[C@H]([NH3+])CC. The net charge is +1.

Cartesian coordinates (Å):
1 C 2.12 1.44 -2.77
2 C 0.86 1.19 -2.01
3 N 0.61 0.07 -1.07
4 C -0.75 0.29 -0.57
5 C -0.85 -0.47 0.76
6 N -2.26 -0.30 1.36
7 C 0.16 -0.37 1.83
8 C 0.38 -1.79 2.34
9 H 2.38 0.62 -3.43
10 H 2.87 2.01 -2.10
11 H 1.85 2.29 -3.48
12 H -0.01 1.35 -2.67
13 H 0.81 2.12 -1.32
14 H 0.84 -0.85 -1.44
15 H -0.90 1.34 -0.36
16 H -1.54 -0.15 -1.24
17 H -0.90 -1.62 0.42
18 H -3.04 -0.77 0.68
19 H -2.48 -0.77 2.26
20 H -2.53 0.65 1.53
21 H -0.07 0.34 2.64
22 H 1.19 -0.02 1.41
23 H 0.32 -2.64 1.65
24 H -0.29 -2.17 3.10
25 H 1.43 -1.93 2.87


#4
Formula: C6H17N2
Source: the Open Molecules 2025 dataset
Level of theory: wB97M-V/def2-TZVPD

As for the LUMO energy: -3.26 eV. The value obtained for the frontier orbital gap is 10.18 eV. The net charge is +1.

Cartesian coordinates (Å):
1 C -1.90 -0.79 2.82
2 C -0.68 -0.78 1.91
3 C -0.20 0.61 1.62
4 C 0.94 1.13 2.08
5 H -2.71 -0.16 2.44
6 H -2.22 -1.80 3.04
7 H -1.64 -0.32 3.77
8 H -0.83 -1.36 0.98
9 H 0.12 -1.38 2.36
10 H -0.93 1.24 1.10
11 H 1.12 2.19 2.02
12 H 1.67 0.49 2.57
13 C -0.18 0.33 -2.24
14 N -1.02 -0.48 -3.09
15 C 1.10 -0.39 -1.87
16 N 1.87 0.44 -0.89
17 H -0.62 0.68 -1.29
18 H 0.10 1.24 -2.79
19 H -1.24 -1.35 -2.62
20 H -1.90 -0.01 -3.26
21 H 1.74 -0.62 -2.72
22 H 0.89 -1.31 -1.32
23 H 2.79 0.07 -0.64
24 H 1.91 1.44 -1.12
25 H 1.36 0.54 0.02


Relative stability in eV, measured from the most stable structure: #1 6.207; #2 5.701; #3 1.245; #4 0.000